{
  "formula": "C17H25MnN",
  "method": "ωB97M-V/def2-TZVPD",
  "e_above_lowest_ev": 3.717,
  "multiplicity": 6,
  "homo_lumo_gap_ha": [0.2633, 0.1871],
  "total_charge": 0,
  "species": ["C", "C", "C", "H", "C", "H", "H", "H", "C", "H", "H", "C", "H", "H", "C", "H", "H", "C", "H", "H", "Mn", "H", "C", "N", "C", "C", "C", "C", "C", "C", "C", "C", "H", "H", "H", "H", "H", "H", "H", "H", "H", "H", "H", "H"],
  "xyz": [[-1.890, -1.041, -1.411], [1.101, 0.038, -2.062], [-1.573, 0.488, -1.091], [-2.373, -1.098, -2.402], [0.763, 1.433, -2.482], [2.168, -0.157, -1.860], [-2.142, 0.811, -0.199], [1.625, 2.091, -2.644], [-1.807, 1.431, -2.314], [-2.283, 2.376, -1.989], [-2.567, 0.972, -2.973], [-0.574, -1.811, -1.472], [-0.762, -2.864, -1.714], [-0.089, -1.795, -0.475], [0.358, -1.204, -2.550], [-0.194, -1.010, -3.485], [1.118, -1.960, -2.801], [-0.544, 1.778, -3.164], [-0.635, 1.299, -4.154], [-0.512, 2.859, -3.405], [0.183, 1.040, -0.743], [-2.625, -1.552, -0.786], [-2.005, -1.854, 2.300], [-1.060, -0.801, 1.978], [-1.407, 0.462, 2.610], [0.327, -1.252, 2.032], [1.384, -0.199, 1.829], [2.549, -0.251, 2.617], [3.556, 0.694, 2.437], [3.412, 1.721, 1.493], [2.266, 1.778, 0.687], [1.286, 0.771, 0.828], [-3.020, -1.512, 2.059], [-1.985, -2.118, 3.376], [-1.788, -2.764, 1.722], [-1.297, 0.456, 3.712], [-0.813, 1.285, 2.186], [-2.468, 0.639, 2.382], [0.508, -1.812, 2.976], [0.417, -2.014, 1.233], [2.638, -1.034, 3.374], [4.458, 0.650, 3.051], [4.197, 2.464, 1.350], [2.099, 2.568, -0.055]]
}


{
  "formula": "C19H24N4O3S",
  "method": "ωB97M-V/def2-TZVPD",
  "e_above_lowest_ev": 1.168,
  "multiplicity": 1,
  "smiles": "O=C(N[C@@H]1CCCc2ccccc21)[C@H]1CCCN(S(=O)(=O)c2cnc[nH]2)C1",
  "homo_lumo_gap_ha": 0.3487,
  "total_charge": 0,
  "species": ["O", "C", "N", "C", "C", "C", "C", "C", "C", "C", "C", "C", "C", "C", "C", "C", "C", "N", "S", "O", "O", "C", "C", "N", "C", "N", "C", "H", "H", "H", "H", "H", "H", "H", "H", "H", "H", "H", "H", "H", "H", "H", "H", "H", "H", "H", "H", "H", "H", "H", "H"],
  "xyz": [[-0.705, -0.893, 1.601], [-1.171, -0.756, 0.489], [-0.657, -1.348, -0.609], [0.371, -2.389, -0.604], [1.714, -1.879, -0.085], [2.295, -0.870, -1.069], [2.613, -1.576, -2.384], [1.506, -2.475, -2.861], [1.526, -2.936, -4.174], [0.552, -3.794, -4.648], [-0.466, -4.211, -3.807], [-0.497, -3.760, -2.502], [0.482, -2.899, -2.018], [-2.421, 0.070, 0.172], [-3.292, 0.315, 1.411], [-2.673, 1.348, 2.350], [-2.402, 2.644, 1.587], [-1.575, 2.401, 0.431], [0.036, 2.720, 0.578], [0.173, 4.134, 0.750], [0.702, 2.087, -0.532], [0.675, 1.951, 2.041], [0.544, 2.106, 3.397], [1.374, 1.249, 4.035], [2.006, 0.591, 3.100], [1.623, 0.986, 1.870], [-2.054, 1.411, -0.490], [-1.076, -1.159, -1.506], [0.020, -3.191, 0.061], [1.559, -1.454, 0.905], [2.390, -2.732, 0.013], [3.214, -0.431, -0.672], [1.580, -0.061, -1.240], [2.844, -0.842, -3.159], [3.508, -2.195, -2.250], [2.322, -2.612, -4.830], [0.587, -4.138, -5.671], [-1.230, -4.883, -4.167], [-1.288, -4.081, -1.837], [-3.006, -0.507, -0.554], [-3.428, -0.627, 1.945], [-4.273, 0.666, 1.078], [-1.743, 0.947, 2.751], [-3.352, 1.546, 3.180], [-1.876, 3.377, 2.200], [-3.347, 3.086, 1.248], [-0.091, 2.774, 3.943], [2.740, -0.168, 3.281], [1.932, 0.682, 0.960], [-1.271, 1.284, -1.240], [-2.948, 1.817, -0.980]]
}


{
  "formula": "C25H26N2O4S",
  "method": "ωB97M-V/def2-TZVPD",
  "e_above_lowest_ev": 22.859,
  "multiplicity": 1,
  "homo_lumo_gap_ha": 0.2773,
  "total_charge": 0,
  "species": ["C", "H", "O", "C", "C", "C", "C", "C", "C", "O", "C", "H", "H", "H", "H", "C", "N", "C", "S", "N", "C", "C", "C", "C", "C", "C", "H", "H", "H", "C", "H", "H", "H", "H", "H", "C", "C", "C", "C", "C", "C", "C", "H", "H", "C", "O", "O", "H", "H", "H", "H", "H", "H", "H", "H", "H", "H", "H"],
  "xyz": [[5.310, -1.047, 0.903], [5.975, -0.463, 1.338], [4.067, -1.108, 1.749], [2.971, -1.519, 1.332], [1.986, -1.150, 2.071], [0.794, -1.587, 2.067], [0.537, -2.234, 1.005], [1.362, -2.765, -0.087], [2.717, -2.381, 0.127], [3.680, -2.574, -0.686], [3.409, -3.554, -1.739], [3.046, -4.505, -1.647], [4.325, -3.341, -2.522], [2.651, -2.892, -2.386], [1.097, -3.303, -0.979], [-0.956, -2.620, 0.693], [-1.683, -1.311, 0.032], [-2.474, -0.656, 0.827], [-3.266, -1.310, 2.246], [-2.820, 0.481, 0.364], [-3.838, 1.357, 0.577], [-3.484, 2.679, 0.621], [-4.563, 3.619, 0.910], [-5.663, 3.273, 1.541], [-6.115, 1.709, 1.408], [-5.155, 0.989, 1.223], [-5.243, 0.108, 1.279], [-7.029, 1.474, 2.027], [-6.387, 4.058, 1.731], [-4.297, 5.235, 0.665], [-3.391, 5.215, 0.111], [-5.084, 5.585, -0.127], [-4.311, 5.666, 1.606], [-2.633, 3.166, -0.042], [-2.139, 0.968, -0.396], [-1.346, -1.283, -1.173], [-0.036, -0.423, -1.503], [0.540, 0.518, -0.072], [1.707, 1.038, -0.357], [2.622, 0.775, -1.383], [2.072, 0.240, -2.417], [1.036, -0.564, -2.254], [0.632, -1.142, -3.293], [2.801, 0.081, -3.451], [3.897, 1.454, -1.581], [4.087, 2.458, -0.702], [4.555, 1.343, -2.557], [5.363, 1.863, -2.530], [1.967, 1.597, 0.368], [-0.019, 0.497, 0.609], [-1.210, -2.108, -1.877], [-2.109, -0.598, -1.816], [-1.370, -3.510, -0.147], [-1.628, -2.798, 1.582], [-0.117, -1.277, 2.883], [2.289, -0.718, 3.385], [5.101, -0.584, -0.223], [5.773, -2.120, 0.663]]
}


{
  "formula": "C52H62F24N7O25S8",
  "method": "ωB97M-V/def2-TZVPD",
  "multiplicity": 2,
  "homo_lumo_gap_ha": 0.0429,
  "total_charge": -2,
  "species": ["C", "C", "N", "C", "C", "C", "C", "C", "O", "C", "H", "H", "H", "H", "H", "H", "H", "H", "H", "H", "H", "H", "H", "H", "H", "H", "H", "H", "H", "H", "C", "N", "C", "C", "C", "C", "C", "C", "C", "C", "N", "C", "C", "C", "H", "H", "H", "H", "H", "H", "H", "H", "H", "H", "H", "H", "H", "H", "C", "N", "C", "C", "C", "C", "C", "C", "C", "C", "N", "C", "C", "C", "H", "H", "H", "H", "H", "H", "H", "H", "H", "H", "H", "H", "H", "H", "C", "N", "C", "C", "C", "C", "C", "C", "C", "C", "N", "C", "C", "C", "H", "H", "H", "H", "H", "H", "H", "H", "H", "H", "H", "H", "H", "H", "C", "F", "F", "F", "S", "O", "O", "O", "C", "F", "F", "F", "S", "O", "O", "O", "C", "F", "F", "F", "S", "O", "O", "O", "C", "F", "F", "F", "S", "O", "O", "O", "C", "F", "F", "F", "S", "O", "O", "O", "C", "F", "F", "F", "S", "O", "O", "O", "C", "F", "F", "F", "S", "O", "O", "O", "C", "F", "F", "F", "S", "O", "O", "O"],
  "xyz": [[6.119, 5.609, -2.318], [6.087, 6.894, -3.193], [4.764, 7.128, -3.961], [3.630, 7.618, -2.983], [4.909, 8.289, -5.053], [3.652, 8.438, -5.939], [4.323, 5.807, -4.680], [5.486, 5.239, -5.641], [5.524, 5.979, -6.855], [6.414, 5.410, -7.752], [5.686, 4.703, -2.743], [5.518, 5.874, -1.448], [7.126, 5.422, -1.945], [6.924, 7.026, -3.878], [6.133, 7.817, -2.614], [3.922, 8.626, -2.687], [3.663, 7.069, -2.042], [2.647, 7.707, -3.446], [5.744, 8.083, -5.722], [5.135, 9.220, -4.534], [2.682, 8.406, -5.445], [3.678, 7.716, -6.755], [3.807, 9.364, -6.492], [3.518, 6.119, -5.345], [3.994, 5.055, -3.963], [5.248, 4.193, -5.833], [6.474, 5.136, -5.193], [6.445, 6.071, -8.618], [6.121, 4.410, -8.070], [7.418, 5.394, -7.328], [-3.394, 2.766, 9.609], [-2.466, 2.580, 8.470], [-2.956, 2.149, 7.287], [-2.088, 1.848, 6.200], [-0.705, 2.003, 6.316], [-0.220, 2.553, 7.505], [-1.162, 2.926, 8.520], [0.275, 1.650, 5.268], [0.097, 2.178, 3.979], [1.048, 1.818, 2.975], [2.127, 1.043, 3.211], [2.254, 0.566, 4.455], [1.388, 0.853, 5.460], [3.000, 0.671, 2.134], [-4.031, 3.638, 9.454], [-2.869, 2.785, 10.564], [-3.981, 1.847, 9.621], [-4.016, 2.030, 7.119], [-2.546, 1.404, 5.329], [0.763, 2.855, 7.836], [-0.892, 3.375, 9.464], [-0.715, 2.832, 3.699], [0.992, 2.245, 1.985], [3.120, -0.052, 4.639], [1.521, 0.394, 6.428], [3.605, -0.110, 2.596], [3.649, 1.496, 1.842], [2.520, 0.272, 1.240], [-1.751, -2.833, 2.396], [-1.053, -2.083, 1.288], [-0.852, -2.794, 0.169], [-0.296, -2.119, -0.963], [-0.020, -0.739, -0.920], [-0.329, -0.086, 0.263], [-0.889, -0.727, 1.373], [0.546, -0.021, -2.126], [0.295, 1.354, -2.334], [0.741, 2.066, -3.402], [1.537, 1.388, -4.258], [1.901, 0.056, -4.102], [1.423, -0.688, -3.020], [2.176, 2.113, -5.389], [-1.626, -3.916, 2.397], [-2.776, -2.608, 2.100], [-1.348, -2.507, 3.355], [-1.113, -3.842, 0.156], [-0.046, -2.758, -1.797], [-0.161, 0.980, 0.295], [-1.132, -0.217, 2.293], [-0.191, 2.043, -1.659], [0.464, 3.085, -3.627], [2.614, -0.253, -4.853], [1.727, -1.707, -2.830], [2.225, 3.138, -5.024], [1.687, 2.106, -6.364], [3.181, 1.728, -5.561], [-9.890, -11.011, 9.719], [-9.062, -10.412, 8.713], [-9.543, -9.284, 8.167], [-8.686, -8.439, 7.465], [-7.359, -8.864, 7.154], [-6.923, -10.029, 7.716], [-7.794, -10.828, 8.527], [-6.482, -8.067, 6.356], [-5.717, -8.614, 5.284], [-4.988, -7.766, 4.461], [-5.073, -6.422, 4.535], [-5.738, -5.905, 5.626], [-6.450, -6.708, 6.509], [-4.352, -5.541, 3.669], [-10.945, -10.751, 9.643], [-9.427, -10.735, 10.667], [-9.860, -12.101, 9.712], [-10.586, -9.072, 8.345], [-9.076, -7.512, 7.070], [-5.912, -10.366, 7.546], [-7.537, -11.672, 9.149], [-5.671, -9.693, 5.266], [-4.398, -8.118, 3.628], [-5.881, -4.835, 5.664], [-7.112, -6.204, 7.199], [-3.676, -6.064, 2.992], [-3.701, -4.909, 4.273], [-5.113, -5.003, 3.104], [-0.550, 6.912, -5.487], [-0.080, 6.199, -6.505], [-0.026, 8.146, -5.486], [-1.889, 7.003, -5.679], [-0.218, 6.037, -3.796], [1.199, 5.549, -3.834], [-0.345, 7.132, -2.822], [-1.261, 5.016, -3.643], [-1.221, 2.285, -7.822], [-0.511, 1.653, -8.701], [-0.390, 3.038, -7.000], [-2.140, 3.098, -8.431], [-2.214, 0.881, -6.881], [-1.141, 0.152, -6.202], [-3.230, 1.500, -5.993], [-2.876, 0.055, -7.895], [-1.365, -6.866, 0.217], [-0.942, -6.968, 1.450], [-0.630, -5.983, -0.400], [-1.315, -8.065, -0.458], [-3.266, -6.238, 0.140], [-3.302, -4.928, 0.824], [-3.644, -6.073, -1.260], [-4.018, -7.285, 0.835], [4.973, 1.115, -8.564], [6.168, 1.718, -8.647], [3.942, 2.025, -8.425], [4.801, 0.479, -9.717], [5.067, -0.258, -7.142], [5.548, 0.325, -5.903], [3.679, -0.734, -6.986], [5.998, -1.225, -7.643], [1.937, -5.706, -5.008], [3.002, -5.345, -5.700], [1.104, -6.373, -5.764], [2.328, -6.541, -4.001], [1.053, -4.283, -4.087], [1.810, -3.957, -2.906], [0.924, -3.152, -4.953], [-0.284, -4.805, -3.718], [1.657, -3.478, 5.077], [0.418, -3.891, 5.353], [1.902, -2.396, 5.890], [2.513, -4.427, 5.483], [1.824, -3.170, 3.150], [1.170, -1.865, 2.959], [3.241, -3.184, 2.777], [1.081, -4.263, 2.499], [4.810, 1.204, -1.718], [5.195, 0.641, -0.572], [5.898, 1.545, -2.365], [4.150, 0.267, -2.330], [3.635, 2.694, -1.390], [4.401, 3.554, -0.491], [3.375, 3.304, -2.718], [2.392, 2.227, -0.731], [-3.187, 4.538, 0.953], [-2.717, 5.554, 0.201], [-2.937, 4.902, 2.263], [-4.498, 4.378, 0.808], [-2.191, 2.894, 0.606], [-0.807, 3.381, 0.491], [-2.357, 1.957, 1.726], [-2.734, 2.422, -0.672]]
}


It is found that the E values, taken in the order of the records, are -50837.13201 -43031.59187 -48331.14977 -268441.74792 eV.